# C26H28AlN6SSb

A molecular structure, C26H28AlN6SSb (ωB97M-V with the def2-TZVPD basis set, the OMol25 dataset).

Calculated values
lowest unoccupied orbital energy (alpha / beta): -6.7 / -6.7 eV
HOMO-LUMO gap (alpha / beta): 6.39 / 6.28 eV
charge: +2
E: -2216.5230 Ha
highest occupied orbital energy (alpha / beta): -0.4805 / -0.4784 hartree
M: 605.36 g mol⁻¹

Each line ends with the Mulliken charge.
Cartesian coordinates (Å):
Al1 -0.2514 1.4071 -0.5482  -0.159
S1 -0.9800 2.7338 1.1067  -0.470
C1 -1.4643 1.3023 2.0038  0.502
N1 -1.9229 1.5142 3.2501  -0.776
N2 -2.1594 0.5990 4.1044  0.273
C2 -1.7041 -0.7563 4.2620  0.758
C3 -2.5138 -1.5805 5.0274  -0.543
C4 -2.1005 -2.8709 5.3219  -0.637
C5 -0.8689 -3.3225 4.8794  -0.616
C6 -0.0465 -2.4778 4.1386  -0.657
C7 -0.4605 -1.1987 3.8186  -0.082
N3 -1.6432 0.1117 1.4327  -0.413
N4 -1.4361 0.0321 0.1548  0.724
C8 -2.0101 -1.1464 -0.4297  -0.187
C9 -2.6536 -1.0253 -1.6561  -0.099
C10 -3.2177 -2.1423 -2.2533  -0.840
C11 -3.1364 -3.3794 -1.6315  -0.564
C12 -2.5028 -3.4951 -0.3989  -0.715
C13 -1.9444 -2.3811 0.2108  0.020
H1 -2.7146 0.9512 4.8700  0.284
H2 -3.4737 -1.2148 5.3850  0.421
H3 -2.7401 -3.5183 5.9079  0.409
H4 -0.5380 -4.3251 5.1253  0.439
H5 0.9330 -2.8197 3.8246  0.429
H6 0.1875 -0.5374 3.2619  0.537
H7 -2.7510 -0.0465 -2.1146  0.522
H8 -3.7366 -2.0446 -3.1990  0.450
H9 -3.5851 -4.2499 -2.0950  0.445
H10 -2.4450 -4.4586 0.0920  0.433
H11 -1.4572 -2.4517 1.1771  0.466
C14 0.4796 -1.5292 -3.6405  -1.234
C15 0.5642 -0.7193 -4.7608  -0.655
C16 0.5683 0.6602 -4.6034  -0.789
C17 0.4668 1.1849 -3.3335  0.565
N5 0.2870 0.3993 -2.2495  0.628
C18 0.3245 -0.9355 -2.4053  -0.270
C19 0.6209 2.6235 -3.0110  0.917
C20 1.1056 3.5608 -3.8957  -1.018
C21 1.2901 4.8644 -3.4571  -0.457
C22 0.9924 5.1890 -2.1453  -1.001
C23 0.5239 4.1992 -1.3094  -0.010
N6 0.3443 2.9356 -1.7305  0.379
H12 0.5104 -2.6090 -3.7171  0.516
H13 0.6469 -1.1546 -5.7500  0.467
H14 0.6528 1.3138 -5.4609  0.484
H15 0.2354 -1.5337 -1.5078  0.651
H16 1.3567 3.2849 -4.9093  0.384
H17 1.6743 5.6163 -4.1359  0.474
H18 1.1191 6.1949 -1.7694  0.463
H19 0.2853 4.4065 -0.2775  0.530
C24 2.5849 -1.4302 0.7059  -1.151
Sb1 2.2296 0.6522 0.4566  0.738
C25 3.7999 1.1221 -0.8970  -1.246
C26 3.0169 1.4579 2.2528  -1.201
H20 3.5948 -1.5666 1.0942  0.487
H21 2.5032 -1.9321 -0.2591  0.391
H22 1.8624 -1.8624 1.3994  0.220
H23 4.7400 0.7508 -0.4858  0.451
H24 3.8693 2.2033 -1.0312  0.385
H25 3.6191 0.6473 -1.8637  0.385
H26 4.0169 1.0536 2.4043  0.412
H27 2.3835 1.2014 3.1015  0.362
H28 3.0683 2.5423 2.1635  0.389


# C26H28BClCoN8O4

A molecular structure, C26H28BClCoN8O4 at a distorted geometry (ωB97M-V with the def2-TZVPD basis set, the OMol25 dataset).

Calculated values
2S+1: 5
lowest unoccupied orbital energy (alpha / beta): -2.9 / -5.9 eV
<S²>: 6.012
HOMO-LUMO gap (alpha / beta): 9.22 / 6.23 eV
charge: +1
E: -3614.3097 Ha
highest occupied orbital energy (alpha / beta): -0.4444 / -0.4442 hartree
M: 621.76 g mol⁻¹

Each line ends with the Mulliken charge.
Cartesian coordinates (Å):
Co1 -0.6495 1.2391 0.4646  -0.637
C1 2.2951 2.5304 -1.0580  -1.411
C2 2.3426 1.3468 -0.1377  0.726
C3 3.4171 0.5587 0.2258  -1.383
C4 2.9283 -0.4054 1.1147  0.915
C5 3.6724 -1.4973 1.8196  -1.328
N1 1.6226 -0.1949 1.2805  1.232
N2 1.2527 0.8779 0.5106  0.057
B1 0.5641 -0.9045 2.1880  -0.797
N3 -0.5566 -1.4827 1.2770  1.173
N4 -1.3092 -0.6331 0.5132  -0.091
C6 -2.1658 -1.3613 -0.2072  1.206
C7 -3.1425 -0.7414 -1.1590  -1.386
C8 -1.9635 -2.7058 0.1012  -0.955
C9 -0.9358 -2.7457 1.0325  0.542
C10 -0.3095 -3.9327 1.7079  -1.374
N5 -0.0651 0.1930 3.0704  0.441
N6 -0.6482 1.2727 2.4709  0.325
C11 -1.1472 2.0624 3.4221  0.825
C12 -1.8624 3.3475 3.1097  -1.241
C13 -0.8847 1.4747 4.6629  -1.481
C14 -0.2007 0.3012 4.4026  1.002
C15 0.3355 -0.7205 5.3590  -1.326
H1 3.3040 2.8638 -1.2855  0.445
H2 1.8027 2.2801 -1.9988  0.123
H3 1.7528 3.3659 -0.6060  0.298
H4 4.4421 0.6686 -0.1132  0.518
H5 4.7063 -1.5095 1.4814  0.398
H6 3.6643 -1.3443 2.9031  0.269
H7 3.2291 -2.4783 1.6223  0.235
H8 1.0734 -1.7757 2.8422  -0.001
H9 -3.1384 0.3459 -1.0904  0.197
H10 -2.9076 -1.0257 -2.1877  0.245
H11 -4.1542 -1.0890 -0.9430  0.465
H12 -2.5062 -3.5552 -0.3075  0.494
H13 -0.7994 -4.8439 1.3691  0.390
H14 0.7589 -4.0108 1.4770  0.259
H15 -0.4085 -3.8717 2.7961  0.338
H16 -1.9600 3.5127 2.0379  0.138
H17 -2.8599 3.3355 3.5446  0.351
H18 -1.3284 4.1927 3.5425  0.323
H19 -1.1613 1.8645 5.6385  0.484
H20 0.1264 -0.4053 6.3784  0.367
H21 -0.1263 -1.6989 5.2011  0.272
H22 1.4169 -0.8416 5.2516  0.277
O1 -2.5188 4.4381 -4.0098  -0.526
C16 -1.6667 3.5840 -4.5672  0.416
O2 -1.2585 3.7384 -5.6771  -0.536
C17 -1.2302 2.4119 -3.7091  -0.007
C18 -0.5322 1.3017 -4.1381  -0.086
Cl1 -0.0944 0.9354 -5.7255  -0.157
N7 -0.3031 0.4731 -3.0707  -0.185
N8 -0.8163 1.0368 -1.9402  1.007
C19 -1.3600 2.1770 -2.3386  0.339
C20 -2.0409 2.9653 -1.2727  0.431
O3 -2.7969 3.8653 -1.4778  -0.705
O4 -1.7208 2.5850 -0.0289  -0.677
C21 0.3476 -0.8532 -3.0397  0.204
C22 1.1425 -1.3115 -4.0913  -1.083
C23 1.7357 -2.5653 -4.0161  -0.796
C24 1.5559 -3.3791 -2.9111  -0.989
C25 0.7570 -2.9248 -1.8715  -0.393
C26 0.1571 -1.6770 -1.9360  1.576
H23 -2.6779 4.2161 -3.0942  0.410
H24 1.3294 -0.7128 -4.9615  0.372
H25 2.3476 -2.9019 -4.8474  0.391
H26 2.0284 -4.3560 -2.8635  0.431
H27 0.5853 -3.5483 -0.9945  0.285
H28 -0.4860 -1.3572 -1.1428  -0.639


# C26H28N4O2

C26H28N4O2 in the gas phase (ωB97M-V with the def2-TZVPD basis set, the OMol25 dataset).

Calculated values
energy relative to the best compared isomer or geometry (same formula, charge and spin): 18.83 kcal/mol
lowest unoccupied orbital energy: 0.6 eV
SMILES string: CN(Cc1cccnc1)C(=O)C[C@H]1C(=O)NCCN1Cc1ccc(-c2ccccc2)cc1
HOMO-LUMO gap: 9.24 eV
E: -1377.1091 Ha
highest occupied orbital energy: -0.3167 hartree
M: 428.54 g mol⁻¹

Each line ends with the Mulliken charge.
Cartesian coordinates (Å):
C1 0.7844 -0.6067 -4.9806  -1.298
N1 0.8103 -0.2967 -3.5682  0.189
C2 2.0038 -0.0576 -2.9823  0.221
O1 3.0455 -0.0186 -3.6134  -0.729
C3 2.0017 0.2471 -1.4900  -0.720
H1 1.1419 0.8557 -1.2152  -0.078
H2 2.9024 0.8341 -1.3057  0.815
C4 2.0579 -1.0060 -0.5812  0.708
N2 2.8874 -0.7154 0.5761  0.351
C5 4.2875 -0.9266 0.2938  -0.672
H3 4.5624 -0.2720 -0.5374  0.349
H4 4.8764 -0.6437 1.1686  0.467
C6 4.5969 -2.3723 -0.1053  -0.761
N3 3.6679 -2.7846 -1.1315  -0.043
C7 2.4648 -2.2426 -1.3843  -0.467
O2 1.7120 -2.7267 -2.2112  -0.702
H5 3.9014 -3.5990 -1.6830  0.314
H6 5.6172 -2.4471 -0.4907  0.451
H7 4.5109 -3.0374 0.7657  0.297
C8 2.3968 -1.3184 1.8027  -0.614
C9 1.0351 -0.7603 2.1257  0.279
C10 -0.0080 -1.5823 2.5283  -0.793
C11 -1.2621 -1.0572 2.7802  -0.596
C12 -1.5054 0.3052 2.6316  0.631
C13 -0.4529 1.1289 2.2350  -0.444
C14 0.7983 0.6030 1.9876  -0.648
H8 1.6059 1.2416 1.6645  0.403
H9 -0.6257 2.1860 2.0960  0.434
C15 -2.8449 0.8623 2.8715  0.078
C16 -3.9831 0.1901 2.4297  -0.339
C17 -5.2414 0.7238 2.6369  -0.727
C18 -5.3846 1.9344 3.2941  -0.417
C19 -4.2608 2.6088 3.7419  -0.715
C20 -3.0012 2.0798 3.5303  -0.115
H10 -2.1290 2.6030 3.8941  0.472
H11 -4.3670 3.5512 4.2592  0.400
H12 -6.3678 2.3502 3.4567  0.393
H13 -6.1139 0.1949 2.2817  0.394
H14 -3.8777 -0.7460 1.9003  0.368
H15 -2.0588 -1.7097 3.1066  0.553
H16 0.1593 -2.6445 2.6430  0.368
H17 3.0975 -1.0522 2.6018  0.420
H18 2.3392 -2.4194 1.7543  0.324
H19 1.0445 -1.2099 -0.2186  0.023
C21 -0.4121 -0.5319 -2.8304  -1.286
C22 -1.0220 0.7073 -2.2269  0.351
C23 -0.8713 1.9607 -2.8159  -0.109
N4 -1.4150 3.0647 -2.3392  -0.649
C24 -2.1526 2.9800 -1.2456  -0.645
C25 -2.3751 1.7886 -0.5719  -0.152
C26 -1.7937 0.6357 -1.0718  -0.171
H20 -1.9346 -0.3119 -0.5700  0.446
H21 -2.9838 1.7624 0.3183  0.486
H22 -2.5811 3.9102 -0.8967  0.393
H23 -0.2725 2.0819 -3.7090  0.420
H24 -0.2405 -1.2871 -2.0568  0.330
H25 -1.1349 -0.9586 -3.5331  0.638
H26 1.7572 -0.3529 -5.3970  0.407
H27 0.6001 -1.6723 -5.1354  0.353
H28 0.0072 -0.0240 -5.4778  0.362


# C26H28N5O7S7Ti

A molecular structure, C26H28N5O7S7Ti (ωB97M-V with the def2-TZVPD basis set, the OMol25 dataset).

Calculated values
energy relative to the best compared isomer or geometry (same formula, charge and spin): 9.45 kcal/mol
lowest unoccupied orbital energy: -4.0 eV
HOMO-LUMO gap: 5.88 eV
charge: +1
E: -5444.7081 Ha
highest occupied orbital energy: -0.3636 hartree
M: 794.87 g mol⁻¹

Each line ends with the Mulliken charge.
Cartesian coordinates (Å):
Ti1 -0.8706 -0.4642 -1.6562  0.144
O1 -1.3843 -1.1182 0.2844  0.380
C1 -2.3213 -2.2703 0.3943  3.348
C2 -2.7290 -2.5813 -1.0567  -0.188
O2 -3.3533 -3.5500 -1.3656  -0.598
O3 -2.3728 -1.6160 -1.9049  -0.163
C3 -3.5757 -1.8038 1.1124  -0.585
C4 -4.3144 -2.7024 1.8737  -0.335
C5 -5.5041 -2.2987 2.4611  -0.958
C6 -5.9643 -1.0011 2.2893  -0.504
C7 -5.2402 -0.1093 1.5121  -1.173
C8 -4.0544 -0.5121 0.9164  0.099
C9 -1.5608 -3.3792 1.0892  -0.566
C10 -1.2142 -3.1690 2.4255  0.085
C11 -0.4279 -4.0895 3.0997  -1.142
C12 0.0061 -5.2351 2.4459  -0.470
C13 -0.3458 -5.4513 1.1223  -0.994
C14 -1.1233 -4.5256 0.4394  -0.329
H1 -0.7154 -1.2183 0.9808  0.340
H2 -3.9650 -3.7178 2.0041  0.508
H3 -6.0729 -3.0015 3.0548  0.422
H4 -6.8889 -0.6884 2.7556  0.420
H5 -5.6001 0.9005 1.3654  0.453
H6 -3.5166 0.1852 0.2853  0.092
H7 -1.5890 -2.2961 2.9513  0.467
H8 -0.1682 -3.9209 4.1361  0.428
H9 0.6126 -5.9612 2.9703  0.442
H10 -0.0135 -6.3458 0.6131  0.455
H11 -1.3906 -4.7121 -0.5904  0.517
S1 4.9756 -2.8492 -5.4313  -0.179
C15 3.6675 -2.3520 -4.6125  0.109
S2 3.2692 -2.9049 -3.0034  -0.034
C16 1.8230 -1.9544 -2.8186  -0.058
C17 1.4714 -1.1730 -3.8504  0.277
S3 0.0765 -0.1320 -3.7558  -0.435
S4 2.5097 -1.2054 -5.2464  -0.056
S5 0.8601 -2.0087 -1.3721  -0.343
C18 7.1427 2.8741 2.3765  -1.235
C19 5.6973 3.2841 2.6355  -0.456
S6 4.7817 3.2356 1.1169  1.242
O4 4.7332 1.8723 0.6392  -0.695
O5 5.2548 4.2714 0.2375  -0.676
C20 3.1090 3.6671 1.5817  -0.706
C21 2.2829 3.8251 0.2976  -1.664
N1 1.1761 2.8606 0.1982  0.334
C22 1.1423 1.8006 -0.6332  0.548
N2 -0.0426 1.1750 -0.5253  0.555
C23 -0.7766 1.8499 0.4149  -0.961
C24 -0.0335 2.8822 0.8634  0.039
N3 -0.4036 3.8300 1.8777  1.052
O6 0.4364 4.6366 2.2307  -0.602
O7 -1.5295 3.7372 2.3104  -0.610
C25 2.2573 1.4169 -1.5298  -0.619
H12 7.6956 2.9119 3.3133  0.393
H13 7.6179 3.5508 1.6688  0.348
H14 7.1960 1.8603 1.9841  0.337
H15 5.6232 4.3058 3.0097  0.386
H16 5.1977 2.6057 3.3285  0.379
H17 3.1280 4.5922 2.1532  0.549
H18 2.7239 2.8682 2.2140  0.482
H19 2.8937 3.6845 -0.5909  0.920
H20 1.8619 4.8234 0.2425  0.347
H21 -1.7686 1.5694 0.7248  0.636
H22 3.2187 1.5550 -1.0375  0.247
H23 2.2249 2.0114 -2.4458  0.329
H24 2.1551 0.3705 -1.8033  -0.263
N4 -3.6836 1.9533 -4.5772  -0.387
C26 -3.2547 0.9795 -3.7782  0.634
N5 -3.6162 -0.2627 -4.0109  -0.168
S7 -2.2501 1.4681 -2.4495  -0.405
H25 -4.3321 1.7791 -5.3280  0.203
H26 -3.3697 2.8962 -4.4256  0.205
H27 -4.1620 -0.5036 -4.8233  0.209
H28 -3.3229 -1.0047 -3.3788  0.199